# 1
This record from the OMol25 dataset describes C5H6FeO4 as an isolated structure at a distorted geometry. The level of theory is the ωB97M-V functional and the def2-TZVPD basis.

```
! RIJCOSX wB97M-V def2-TZVPD def2/J DEFGRID3
* xyz 3 6
O 2.73590 0.33424 0.27124
C 2.41309 -0.87540 -0.05738
C 1.46032 -1.23221 -0.95378
O 0.72540 -0.19883 -1.54191
Fe 2.44676 2.05948 -0.13718
H 2.92783 -1.70258 0.44824
H 1.18136 -2.24810 -1.21276
C -2.08259 0.11766 2.05051
C -1.91311 0.22811 0.74545
O -0.60914 0.07762 0.23890
C -0.26772 0.42846 -0.94151
O -0.95581 1.30856 -1.56997
H -1.24949 -0.07896 2.72418
H -2.67819 0.41230 -0.00445
H -3.08359 0.24605 2.45840
H -1.05101 1.12361 -2.51798
*
```

Values from the calculation:
<S²> = 8.759
Gap between HOMO and LUMO (alpha / beta) = 0.2154 / 0.1536 Eh
Relative energy (zero: lowest compared OMol25 entry of this formula, charge and spin) = 57.5 kJ/mol
DFT total energy = -47819.8271 eV
HOMO (alpha / beta) = -21.2505 / -21.2372 eV

# 2
This record from the OMol25 dataset describes a 7-piece molecular cluster, C20H46F2NO6 overall. The level of theory is the ωB97M-V functional and the def2-TZVPD basis.

```
! RIJCOSX wB97M-V def2-TZVPD def2/J DEFGRID3
* xyz 1 1
C 4.10947 5.60059 0.17622
C 3.05730 5.50959 -0.94400
C 2.03642 4.38759 -0.73377
F 2.29493 3.63353 0.38593
C 0.58762 4.83051 -0.69028
C 0.15978 6.05383 -0.22242
C -1.19311 6.36232 -0.25302
F -1.57192 7.53632 0.16777
C -2.11194 5.44651 -0.74043
C -1.63222 4.23349 -1.17464
N -0.32219 3.94308 -1.15013
H 4.61930 4.64817 0.26483
H 4.81875 6.36547 -0.12018
H 3.65526 5.88151 1.12102
H 2.60842 6.49157 -1.06947
H 3.58991 5.30488 -1.86848
H 2.12401 3.70073 -1.57962
H 0.89891 6.74144 0.15413
H -3.16388 5.68029 -0.77271
H -2.31148 3.48910 -1.56510
H -0.00990 3.03495 -1.47224
C -2.23328 0.30605 1.86501
C -3.38360 1.26520 1.63713
O -2.91078 2.61266 1.50334
H -1.67871 0.57389 2.76521
H -2.59710 -0.71607 1.97102
H -1.53227 0.33600 1.02649
H -4.07342 1.25262 2.47842
H -3.93689 0.99185 0.73403
H -2.31429 2.61741 0.75264
C -0.48059 -3.43289 -0.74291
C -1.60982 -2.44932 -0.95737
O -1.10042 -1.10847 -1.10295
H 0.10262 -3.17402 0.14749
H -0.86853 -4.44540 -0.62040
H 0.20352 -3.42380 -1.59611
H -2.28562 -2.43726 -0.10362
H -2.18897 -2.70659 -1.84973
H -0.50883 -1.10971 -1.86301
C 2.39297 0.42074 4.69190
C 1.47120 0.01973 3.55606
O 0.65680 -1.09810 3.91139
H 3.03414 -0.41455 4.97359
H 3.02208 1.26521 4.40714
H 1.81651 0.70176 5.57614
H 2.04823 -0.27850 2.68120
H 0.82573 0.85835 3.27203
H 0.13034 -0.85029 4.67754
C 2.05443 -7.11471 -2.92348
C 0.95192 -6.09479 -3.13546
O 1.47959 -4.77701 -3.29053
H 2.64449 -6.85783 -2.04322
H 1.64237 -8.11569 -2.79030
H 2.73447 -7.13200 -3.77832
H 0.28683 -6.06584 -2.27400
H 0.35824 -6.35066 -4.01900
H 2.06098 -4.78386 -4.05679
C 0.65825 -5.02552 3.72029
C 1.64365 -4.69808 2.61439
O 1.19969 -3.59000 1.83241
H -0.32252 -5.25168 3.30000
H 0.99524 -5.88237 4.30542
H 0.53771 -4.17201 4.39080
H 1.75059 -5.54149 1.93334
H 2.62851 -4.47038 3.03490
H 1.11638 -2.83455 2.42577
C -2.90363 0.25037 -4.27844
C -3.55274 0.93664 -3.09002
O -3.68395 0.06041 -1.98471
H -3.49127 -0.61672 -4.57714
H -2.81942 0.92751 -5.13045
H -1.90389 -0.10755 -4.01943
H -4.55460 1.27798 -3.34629
H -2.95886 1.81652 -2.78906
H -2.79697 -0.23866 -1.73581
*
```

Values from the calculation:
Gap between HOMO and LUMO = 0.2641 Eh
DFT total energy = -40688.3171 eV
HOMO = -11.6234 eV